A cluster of 12 separate species, C17H57F3N11O14S in total in a non-equilibrium geometry. Source: the OMol25 dataset; level of theory: wB97M-V/def2-TZVPD.

* net charge: -1

Last columns: bonded neighbours and bond lengths (Å).
CARTESIAN COORDINATES (ANGSTROEM)
1 C 0.83 0.61 -0.19  F2 1.347, F3 1.339, F4 1.312, S5 1.861
2 F 1.67 -0.40 -0.47  C1 1.347
3 F 0.87 0.78 1.14  C1 1.339
4 F 1.22 1.69 -0.82  C1 1.312
5 S -0.89 0.05 -0.61  C1 1.861, O6 1.444, O7 1.455, O8 1.455
6 O -1.06 -1.19 0.12  S5 1.444
7 O -1.75 1.14 -0.18  S5 1.455
8 O -0.93 -0.09 -2.06  S5 1.455
9 C 2.92 -0.03 -4.16  C10 1.531, H15 1.092, H16 1.093, H17 1.090
10 C 2.84 -1.52 -4.49  C9 1.531, C11 1.512, N14 1.487, H18 1.094
11 C 2.82 -2.35 -3.22  C10 1.512, O12 1.392, H19 1.109, H20 1.104
12 O 3.08 -3.70 -3.41  C11 1.392, C13 1.406
13 C 3.27 -4.35 -2.18  O12 1.406, H21 1.089, H22 1.098, H23 1.097
14 N 1.60 -1.81 -5.26  C10 1.487, H24 1.015, H25 1.019
15 H 3.79 0.19 -3.54  C9 1.092
16 H 2.01 0.28 -3.63  C9 1.093
17 H 2.99 0.54 -5.08  C9 1.090
18 H 3.70 -1.81 -5.10  C10 1.094
19 H 1.86 -2.05 -2.74  C11 1.109
20 H 3.55 -1.95 -2.49  C11 1.104
21 H 3.41 -5.42 -2.35  C13 1.089
22 H 2.39 -4.23 -1.53  C13 1.098
23 H 4.15 -3.95 -1.65  C13 1.097
24 H 1.66 -1.37 -6.17  N14 1.015
25 H 0.90 -1.29 -4.74  N14 1.019
26 C -2.34 -5.32 0.51  C27 1.520, H32 1.097, H33 1.089, H34 1.096
27 C -1.05 -4.90 -0.17  C26 1.520, C28 1.521, N31 1.469, H35 1.103
28 C -0.21 -6.07 -0.66  C27 1.521, O29 1.410, H36 1.099, H37 1.093
29 O 0.29 -6.86 0.40  C28 1.410, C30 1.411
30 C 1.49 -6.37 0.95  O29 1.411, H38 1.094, H39 1.096, H40 1.093
31 N -1.43 -4.01 -1.27  C27 1.469, H41 1.015, H42 1.015
32 H -2.88 -4.41 0.80  C26 1.097
33 H -2.27 -5.98 1.37  C26 1.089
34 H -3.07 -5.76 -0.18  C26 1.096
35 H -0.48 -4.34 0.59  C27 1.103
36 H 0.56 -5.67 -1.34  C28 1.099
37 H -0.85 -6.71 -1.27  C28 1.093
38 H 1.90 -7.20 1.54  C30 1.094
39 H 1.34 -5.57 1.68  C30 1.096
40 H 2.21 -6.08 0.18  C30 1.093
41 H -1.97 -3.27 -0.84  N31 1.015
42 H -0.62 -3.56 -1.69  N31 1.015
43 C 2.14 3.20 4.58  C44 1.522, H49 1.095, H50 1.087, H51 1.089
44 C 3.19 3.35 5.67  C43 1.522, C45 1.514, N48 1.481, H52 1.092
45 C 2.73 4.32 6.74  C44 1.514, O46 1.411, H53 1.103, H54 1.106
46 O 3.76 4.63 7.66  C45 1.411, C47 1.408
47 C 3.44 5.75 8.45  O46 1.408, H55 1.087, H56 1.096, H57 1.095
48 N 3.44 2.01 6.24  C44 1.481, H58 1.015, H59 1.016
49 H 1.27 2.66 4.95  C43 1.095
50 H 2.58 2.62 3.77  C43 1.087
51 H 1.78 4.16 4.20  C43 1.089
52 H 4.10 3.78 5.24  C44 1.092
53 H 1.84 3.97 7.28  C45 1.103
54 H 2.38 5.25 6.25  C45 1.106
55 H 4.08 5.72 9.33  C47 1.087
56 H 2.40 5.76 8.80  C47 1.096
57 H 3.59 6.64 7.83  C47 1.095
58 H 2.55 1.70 6.62  N48 1.015
59 H 4.09 2.13 7.02  N48 1.016
60 O 2.57 4.48 -2.04  H61 0.961, H62 0.963
61 H 2.50 5.38 -1.70  O60 0.961
62 H 2.28 3.93 -1.32  O60 0.963
63 O -2.45 1.99 -4.26  H64 0.964, H65 0.961
64 H -1.99 2.20 -3.44  O63 0.964
65 H -1.91 1.33 -4.68  O63 0.961
66 O -1.90 -1.20 2.79  H67 0.960, H68 0.974
67 H -1.12 -1.27 3.35  O66 0.960
68 H -1.56 -1.24 1.88  O66 0.974
69 O 4.32 -1.28 0.94  H70 0.963, H71 0.962
70 H 3.36 -1.20 1.03  O69 0.963
71 H 4.61 -1.71 1.75  O69 0.962
72 C -3.77 4.12 -1.39  O73 1.233, N74 1.379, N75 1.362
73 O -2.85 4.87 -1.04  C72 1.233
74 N -4.97 4.62 -1.84  C72 1.379, H76 1.000, H77 1.005
75 N -3.76 2.77 -1.24  C72 1.362, H78 1.004, H79 1.019
76 H -5.03 5.58 -2.14  N74 1.000
77 H -5.57 3.90 -2.20  N74 1.005
78 H -4.37 2.17 -1.77  N75 1.004
79 H -2.91 2.39 -0.82  N75 1.019
80 C -4.95 -1.30 0.35  O81 1.229, N82 1.360, N83 1.371
81 O -5.97 -1.98 0.22  C80 1.229
82 N -4.24 -0.91 -0.74  C80 1.360, H84 1.017, H85 1.006
83 N -4.53 -0.80 1.55  C80 1.371, H86 1.009, H87 1.003
84 H -4.45 -1.31 -1.65  N82 1.017
85 H -3.43 -0.31 -0.65  N82 1.006
86 H -3.56 -0.50 1.62  N83 1.009
87 H -4.88 -1.22 2.39  N83 1.003
88 C 0.16 4.78 1.07  O89 1.224, N90 1.369, N91 1.367
89 O 1.27 4.84 1.58  C88 1.224
90 N -0.88 3.99 1.50  C88 1.369, H92 1.001, H93 1.005
91 N -0.20 5.57 0.02  C88 1.367, H94 1.002, H95 1.011
92 H -0.66 3.28 2.17  N90 1.001
93 H -1.65 3.93 0.86  N90 1.005
94 H 0.48 6.27 -0.20  N91 1.002
95 H -1.11 5.56 -0.43  N91 1.011
96 C -3.29 -1.80 -4.39  O97 1.229, N98 1.377, N99 1.348
97 O -4.06 -1.79 -3.43  C96 1.229
98 N -3.69 -2.33 -5.59  C96 1.377, H100 1.004, H101 1.003
99 N -2.01 -1.37 -4.28  C96 1.348, H102 1.002, H103 1.016
100 H -3.00 -2.55 -6.29  N98 1.004
101 H -4.53 -2.88 -5.56  N98 1.003
102 H -1.38 -1.37 -5.06  N99 1.002
103 H -1.76 -0.93 -3.40  N99 1.016



A cluster of 13 separate species, C17H60O13 in total in a non-equilibrium geometry. Source: the OMol25 dataset; level of theory: wB97M-V/def2-TZVPD.

Last columns: bonded neighbours and bond lengths (Å).
CARTESIAN COORDINATES (ANGSTROEM)
1 C -24.80 -4.13 11.20  C2 1.557, H4 1.090, H5 1.090, H6 1.090
2 C -25.03 -5.66 11.40  C1 1.557, O3 1.387, H7 1.090, H8 1.090
3 O -25.84 -5.83 12.51  C2 1.387, H9 0.960
4 H -24.44 -3.67 12.12  C1 1.090
5 H -25.67 -3.57 10.83  C1 1.090
6 H -24.04 -4.06 10.43  C1 1.090
7 H -24.09 -6.18 11.58  C2 1.090
8 H -25.54 -6.04 10.52  C2 1.090
9 H -26.49 -6.48 12.25  O3 0.960
10 C -19.15 -3.46 0.91  C11 1.492, H13 1.090, H14 1.090, H15 1.090
11 C -20.32 -3.91 1.72  C10 1.492, O12 1.414, H16 1.090, H17 1.090
12 O -21.21 -4.63 0.88  C11 1.414, H18 0.960
13 H -19.49 -2.86 0.06  C10 1.090
14 H -18.57 -4.31 0.55  C10 1.090
15 H -18.51 -2.76 1.43  C10 1.090
16 H -20.81 -3.07 2.20  C11 1.090
17 H -20.00 -4.55 2.54  C11 1.090
18 H -21.94 -4.87 1.45  O12 0.960
19 C -15.05 -6.29 3.35  C20 1.482, H22 1.090, H23 1.090, H24 1.090
20 C -15.95 -7.05 4.25  C19 1.482, O21 1.395, H25 1.090, H26 1.090
21 O -15.89 -6.34 5.45  C20 1.395, H27 0.960
22 H -14.94 -6.71 2.35  C19 1.090
23 H -14.05 -6.32 3.78  C19 1.090
24 H -15.37 -5.27 3.13  C19 1.090
25 H -15.51 -8.02 4.49  C20 1.090
26 H -16.91 -7.24 3.78  C20 1.090
27 H -15.04 -6.38 5.89  O21 0.960
28 C -21.28 0.69 4.61  C29 1.519, H31 1.090, H32 1.090, H33 1.090
29 C -20.50 -0.27 5.49  C28 1.519, O30 1.420, H34 1.090, H35 1.090
30 O -21.38 -1.04 6.29  C29 1.420, H36 0.960
31 H -22.17 0.24 4.18  C28 1.090
32 H -20.64 1.06 3.80  C28 1.090
33 H -21.57 1.60 5.13  C28 1.090
34 H -19.79 0.34 6.06  C29 1.090
35 H -19.85 -0.97 4.97  C29 1.090
36 H -20.89 -1.81 6.57  O30 0.960
37 C -15.30 -1.13 8.11  O38 1.378, H39 1.090, H40 1.090, H41 1.090
38 O -15.82 0.15 8.17  C37 1.378, H42 0.960
39 H -14.43 -1.20 8.76  C37 1.090
40 H -15.90 -2.00 8.37  C37 1.090
41 H -14.91 -1.32 7.11  C37 1.090
42 H -15.11 0.79 8.14  O38 0.960
43 C -26.57 -9.83 5.32  O44 1.407, H45 1.090, H46 1.090, H47 1.090
44 O -25.35 -9.22 5.64  C43 1.407, H48 0.960
45 H -27.40 -9.68 6.01  C43 1.090
46 H -26.93 -9.41 4.38  C43 1.090
47 H -26.41 -10.91 5.30  C43 1.090
48 H -24.88 -9.64 6.37  O44 0.960
49 C -20.81 -6.38 7.67  O50 1.400, H51 1.090, H52 1.090, H53 1.090
50 O -20.03 -5.29 7.25  C49 1.400, H54 0.960
51 H -21.86 -6.15 7.86  C49 1.090
52 H -20.80 -7.17 6.92  C49 1.090
53 H -20.31 -6.79 8.55  C49 1.090
54 H -19.16 -5.63 7.02  O50 0.960
55 C -21.10 -9.77 2.74  O56 1.356, H57 1.090, H58 1.090, H59 1.090
56 O -20.75 -10.55 1.68  C55 1.356, H60 0.960
57 H -21.08 -8.73 2.40  C55 1.090
58 H -22.05 -10.05 3.19  C55 1.090
59 H -20.33 -9.85 3.50  C55 1.090
60 H -21.52 -10.69 1.13  O56 0.960
61 C -19.83 -8.61 13.83  O62 1.448, H63 1.090, H64 1.090, H65 1.090
62 O -20.06 -7.28 14.36  C61 1.448, H66 0.960
63 H -19.39 -9.28 14.56  C61 1.090
64 H -20.75 -9.07 13.45  C61 1.090
65 H -19.16 -8.46 12.98  C61 1.090
66 H -20.76 -7.31 15.01  O62 0.960
67 C -18.89 -11.92 8.97  O68 1.408, H69 1.090, H70 1.090, H71 1.090
68 O -19.55 -11.95 10.21  C67 1.408, H72 0.960
69 H -19.05 -12.89 8.49  C67 1.090
70 H -19.31 -11.19 8.28  C67 1.090
71 H -17.82 -11.67 8.98  C67 1.090
72 H -19.24 -12.67 10.76  O68 0.960
73 C -25.30 -4.54 3.65  O74 1.378, H75 1.090, H76 1.090, H77 1.090
74 O -24.77 -5.74 3.22  C73 1.378, H78 0.960
75 H -26.38 -4.42 3.57  C73 1.090
76 H -25.14 -4.45 4.72  C73 1.090
77 H -24.79 -3.75 3.09  C73 1.090
78 H -25.06 -6.40 3.86  O74 0.960
79 C -19.11 -2.71 11.62  O80 1.429, H81 1.090, H82 1.090, H83 1.090
80 O -18.79 -3.13 12.94  C79 1.429, H84 0.960
81 H -18.71 -3.45 10.93  C79 1.090
82 H -20.18 -2.64 11.38  C79 1.090
83 H -18.62 -1.78 11.33  C79 1.090
84 H -19.12 -4.00 13.16  O80 0.960
85 C -24.64 -11.79 9.41  O86 1.419, H87 1.090, H88 1.090, H89 1.090
86 O -23.84 -10.64 9.19  C85 1.419, H90 0.960
87 H -24.11 -12.70 9.16  C85 1.090
88 H -24.92 -11.89 10.46  C85 1.090
89 H -25.60 -11.77 8.88  C85 1.090
90 H -23.03 -10.80 9.68  O86 0.960



no.,E_tot (eV),orbital gap (eV)
1,-82604.363,8.838
2,-45212.111,9.934